{"formula": "C8H17N3O3", "method": "ωB97M-V/def2-TZVPD", "homo_energy_ev": -8.94, "smiles": "NCCCC[C@H](NC(=O)CN)C(=O)O", "gap_ev": 9.393, "e_tot_ha": -705.002105, "mol_weight_g_mol": 203.2, "total_charge": 0, "de_lowest_kcal_mol": 21.3, "species": ["N", "C", "C", "C", "C", "C", "N", "C", "O", "C", "N", "C", "O", "O", "H", "H", "H", "H", "H", "H", "H", "H", "H", "H", "H", "H", "H", "H", "H", "H", "H"], "positions_angstrom": [[-2.3166, 1.5077, -2.3024], [-1.0769, 0.8539, -2.3471], [-0.0751, 1.4974, -1.3717], [-0.5440, 1.6139, 0.0503], [-1.2533, 0.3873, 0.6448], [-0.3532, -0.7475, 0.9471], [0.3637, -1.2887, -0.1852], [1.7169, -1.6324, -0.3951], [2.1000, -2.2886, -1.3543], [2.7295, -1.0111, 0.6375], [2.4595, 0.1934, 1.4303], [-1.0007, -1.8774, 1.6955], [-1.3206, -2.9263, 1.1495], [-1.1821, -1.5017, 2.9499], [-2.2586, 2.4645, -2.6297], [-2.7204, 1.5505, -1.3739], [-0.6449, 0.8935, -3.3541], [-1.0761, -0.2041, -2.1726], [-0.1134, 2.5594, -1.7871], [0.9049, 0.9024, -1.4688], [-1.2178, 2.4554, 0.1023], [0.2920, 1.9534, 0.7019], [-1.9139, -0.0171, -0.1652], [-1.8194, 0.7112, 1.5089], [0.3953, -0.3731, 1.6634], [-0.2383, -2.0552, -0.6035], [3.5310, -0.8479, -0.0625], [3.0386, -1.7890, 1.3686], [2.4142, 1.0421, 0.9009], [2.8098, 0.2123, 2.3987], [-1.6300, -2.2384, 3.4236]], "forces_ev_per_a": [[-2.1, 0.4, -0.3], [2.2, -0.1, 0.2], [0.9, 0.2, -1.8], [0.4, 0.0, 1.1], [-0.8, 0.4, -2.1], [2.8, -0.4, 1.9], [-0.6, -2.6, -2.0], [-1.2, 1.2, 1.2], [-0.6, 0.7, 1.5], [0.5, -0.3, 0.1], [-0.5, -1.0, 0.2], [-0.5, -0.6, -2.3], [0.2, 1.1, 1.6], [-0.8, -1.3, 1.2], [0.1, -0.1, -0.1], [0.0, -0.1, -0.1], [-0.1, 0.3, 0.1], [-0.8, -0.7, 0.3], [1.3, -1.1, 0.6], [-1.1, 1.5, 0.1], [-0.5, 0.2, 0.0], [-0.4, -0.4, -0.3], [-0.2, 0.5, 0.8], [-0.2, -0.3, 0.2], [-0.2, -0.1, -0.3], [0.9, 1.3, 0.1], [0.9, 0.0, 0.1], [-0.2, 0.2, -0.8], [0.3, 0.3, 0.3], [-0.2, 0.2, -1.3], [0.2, 0.5, -0.2]]}